[1]
The following is a DFT calculation (ωB97M-V/def2-TZVPD) of a gas-phase ion, C6H8N2O6P (charge -1).

Geometry as XYZ:
```
23
Properties=species:S:1:pos:R:3:forces:R:3:nbo_charge:R:1
O 1.1913 -1.4253 -0.2196 -0.4 -2.0 0.4 -0.63
C 1.3582 -0.2608 -0.3211 1.9 0.5 -2.9 0.88
O 1.9470 0.1508 -1.5413 0.0 -0.4 0.2 -0.54
C 2.1078 1.5219 -1.5295 -0.2 2.3 -1.4 -0.07
C 1.6503 1.9537 -0.0986 1.4 3.3 0.6 -0.22
N 1.1352 0.7795 0.4535 -1.2 -1.9 1.7 -0.76
P 0.0730 0.2093 1.8432 0.1 2.9 -0.6 2.44
O -0.3685 1.4616 2.4661 -0.2 0.4 0.3 -1.14
O 0.7642 -0.8640 2.5274 0.3 -1.4 0.6 -1.12
N -1.1808 -0.4024 0.8465 0.3 -0.2 0.9 -0.80
C -1.4148 -1.8094 0.7372 2.8 -1.8 -1.1 -0.27
C -2.2561 -1.9203 -0.5219 -3.6 -0.3 2.0 -0.05
O -2.3702 -0.6078 -1.0007 0.1 0.6 -1.0 -0.52
C -1.6953 0.2836 -0.2040 -1.6 -0.7 0.9 0.90
O -1.7778 1.4596 -0.3597 0.5 0.9 -0.8 -0.61
H 1.4093 2.0105 -2.3993 1.8 -1.0 2.0 0.16
H 3.2249 1.7884 -1.6922 -1.9 -0.3 0.0 0.17
H 2.5687 2.3579 0.4959 -1.3 -0.8 -0.8 0.16
H 0.9251 2.8096 -0.0661 0.4 -0.9 -0.2 0.22
H -1.6487 -2.3488 1.6391 -1.1 0.4 0.4 0.21
H -0.4269 -2.2924 0.4946 -0.9 0.5 0.3 0.25
H -1.8534 -2.5633 -1.2485 0.7 -0.7 -1.0 0.18
H -3.3626 -2.2916 -0.3008 2.1 0.6 -0.4 0.15
```
Positions in Å, forces in eV/Å.

Values from the calculation:
M	235.11	u
gap between HOMO and LUMO	0.33381	hartree
total charge	-1
structure (SMILES)	O=C1OCCN1P(=O)([O-])N1CCOC1=O
max |F|	0.080	Eh/bohr
calculated total energy	-30910.2100	eV
ΔE to the lowest compared entry with this formula, charge and spin	0.0	kcal per mole


[2]
The following is a DFT calculation (ωB97M-V/def2-TZVPD) of 3 unconnected molecules or ions with the total composition C2H2Cl2N2.

Geometry as XYZ:
```
8
Properties=species:S:1:pos:R:3:forces:R:3:nbo_charge:R:1
C -1.4260 0.0818 0.8405 1.6 6.5 -2.0 0.76
C -1.1882 -2.0611 1.5512 0.1 -3.9 2.2 0.58
N -1.1338 -1.1484 0.8399 -0.4 1.1 -1.2 -0.60
N -1.2868 1.2420 0.6810 -1.3 -5.5 1.9 -0.37
Cl 2.9731 0.0663 -0.6506 0.2 -0.5 -0.1 -0.26
Cl -0.2220 0.9303 -2.2563 -0.5 0.2 1.0 -0.87
H 3.4336 -1.0811 -1.0359 -0.2 0.5 0.2 0.26
H -1.1499 1.9702 0.0301 0.4 1.5 -1.9 0.50
```
Positions in Å, forces in eV/Å.

Values from the calculation:
M	124.96	u
gap between HOMO and LUMO (spin up / spin down)	0.18646 / 0.18652	hartree
total charge	0
max |F|	0.136	Eh/bohr
calculated total energy	-30125.9744	eV
ΔE to the lowest compared entry with this formula, charge and spin	80.9	kcal per mole


[3]
The following is a DFT calculation (ωB97M-V/def2-TZVPD) of a gas-phase ion, C7H18N5 (charge +1).

Geometry as XYZ:
```
30
Properties=species:S:1:pos:R:3:forces:R:3:nbo_charge:R:1
H 2.4940 -0.4199 -1.8780 -0.5 0.4 0.3 0.36
N 2.2711 -0.7989 -0.9558 1.3 -0.5 -0.8 -0.63
C 1.1459 -0.6732 -0.4406 -1.5 0.0 0.3 0.29
C -0.0943 0.2308 -0.7698 -0.5 0.3 -1.1 -0.13
C 0.2056 1.7348 -0.1068 -2.3 -2.0 -1.6 -0.08
C -0.7036 2.8780 -0.5976 1.4 -0.8 0.4 -0.65
N 1.6196 2.1453 -0.3569 -2.4 2.3 3.2 -0.66
N -1.2527 -0.3965 -0.1669 1.4 0.4 1.7 -0.32
C -2.1477 -1.2357 -0.9329 -0.7 -1.3 0.2 -0.43
N -0.7458 -1.1350 0.9928 0.5 0.4 -0.9 -0.14
N -0.9159 -0.1759 2.0926 1.5 -2.3 1.0 -0.71
C 0.8040 -1.4394 0.8275 -3.2 1.5 -0.1 -0.15
C 0.9802 -2.9252 0.9131 -1.4 -0.1 -2.0 -0.61
H -0.4639 0.2249 -1.8216 1.4 0.8 0.1 0.24
H 0.0220 1.5064 0.9285 0.4 0.4 0.7 0.27
H -0.9417 2.9827 -1.6072 0.3 -0.7 -2.3 0.24
H -0.2852 3.8300 -0.3936 0.5 1.1 0.8 0.21
H -1.6615 2.8628 -0.2019 -1.6 -0.3 1.5 0.26
H 1.6387 2.3268 -1.2960 1.1 -0.1 -3.4 0.43
H 2.2640 1.5219 0.0534 1.4 -1.0 0.0 0.46
H 1.6716 3.1027 0.0634 0.5 -1.0 0.0 0.45
H -2.9716 -1.5923 -0.2624 0.7 0.5 -0.7 0.24
H -2.5612 -0.9014 -1.8774 -0.2 1.4 0.2 0.22
H -1.6604 -2.1062 -1.3185 0.7 -1.1 0.2 0.18
H -0.9757 -0.9070 2.8385 -0.1 1.5 0.0 0.37
H -1.8433 0.1400 1.9557 -1.3 0.4 0.0 0.37
H 1.2338 -0.9131 1.6643 0.5 0.1 0.4 0.23
H 0.1780 -3.4214 0.2996 0.6 0.5 0.5 0.23
H 0.8050 -3.2259 1.9198 0.4 -0.5 0.7 0.23
H 1.8912 -3.2201 0.4347 0.9 -0.3 0.4 0.24
```
Positions in Å, forces in eV/Å.

Values from the calculation:
M	172.26	u
gap between HOMO and LUMO	0.31360	hartree
total charge	+1
structure (SMILES)	[H]/N=C1\[C@H]([C@H](C)[NH3+])N(C)N(N)[C@H]1C
max |F|	0.090	Eh/bohr
calculated total energy	-14991.1995	eV
ΔE to the lowest compared entry with this formula, charge and spin	43.2	kcal per mole


[4]
The following is a DFT calculation (ωB97M-V/def2-TZVPD) of 2 unconnected molecules or ions with the total composition C5H13N3O.

Geometry as XYZ:
```
22
Properties=species:S:1:pos:R:3:forces:R:3:nbo_charge:R:1
H 0.1277 2.5560 0.8890 -0.3 -0.1 -0.1 0.34
N 0.9154 1.9239 0.7902 -0.1 -1.1 -0.1 -0.65
C 0.8453 1.1523 -0.2228 0.2 3.7 -1.7 0.56
N 1.9675 0.4556 -0.6681 0.1 -1.6 -0.4 -0.92
N -0.1514 1.2865 -1.3157 0.6 0.1 0.5 -0.38
O 0.4622 1.5782 -2.5793 0.5 -0.2 0.2 -0.58
H 2.1472 -0.3989 -0.1650 0.3 0.1 0.0 0.39
H 2.7912 1.0046 -0.8622 -0.2 0.1 0.4 0.40
H -0.7280 2.1117 -1.1518 0.1 -0.3 0.0 0.35
H 0.8464 0.7235 -2.8433 -0.3 0.3 0.2 0.47
C -1.8177 -0.3236 -0.2080 0.6 -2.7 2.1 -0.38
C -0.7745 -0.8341 0.5329 -2.8 -0.2 -0.5 0.00
C 0.0237 -1.9891 -0.0049 0.4 0.3 -0.6 -0.67
C -0.6512 -0.5181 1.9937 0.1 1.1 0.3 -0.66
H -2.1366 -0.8379 -1.1060 0.6 0.4 -0.5 0.19
H -2.6782 0.1134 0.2844 0.4 0.9 0.2 0.19
H 0.3915 -1.7450 -1.0042 0.0 -0.1 -0.1 0.22
H -0.6011 -2.8805 -0.1062 0.1 0.0 0.1 0.23
H 0.9022 -2.2421 0.5934 -0.1 0.0 0.2 0.20
H 0.3486 -0.6987 2.3965 -0.2 -0.3 0.0 0.21
H -1.4212 -0.9902 2.6075 0.2 -0.4 -0.1 0.22
H -0.8089 0.5524 2.1501 0.0 -0.1 0.0 0.22
```
Positions in Å, forces in eV/Å.

Values from the calculation:
M	131.18	u
gap between HOMO and LUMO	0.32328	hartree
total charge	0
structure (SMILES)	[H]/N=C(/N)NO.C=C(C)C
max |F|	0.080	Eh/bohr
calculated total energy	-11909.7711	eV
ΔE to the lowest compared entry with this formula, charge and spin	111.7	kcal per mole


> The lowest total charge belongs to which entry?

C6H8N2O6P